C21H48BInO4PV as an isolated structure in a non-equilibrium geometry, computed with ωB97M-V/def2-TZVPD.

spin multiplicity = 1
LUMO energy = -5.30 eV
Kohn-Sham gap = 1.419 eV
largest force on an atom = 3.849 eV Å⁻¹

XYZ file:
```
77
Properties=species:S:1:pos:R:3:forces:R:3:lowdin_charge:R:1
C -2.987043 -5.895246 -0.183913 0.98 0.91 -0.05 -0.14
C -3.366956 -4.319654 0.203247 0.22 -0.79 -0.35 -0.28
C -4.977984 -4.014844 0.215929 0.05 -0.12 -0.75 -0.22
C -5.395456 -2.507787 0.714608 -0.59 0.09 1.05 -0.22
C -4.193481 -1.663438 1.443100 -0.83 0.64 -0.05 -0.24
C -3.155599 -0.928838 0.407375 0.21 0.43 1.05 -0.20
C -1.671057 -0.867143 1.169613 0.31 0.67 -1.55 -0.19
C -0.554143 -1.736584 0.280198 -0.89 -0.39 1.58 -0.20
C 0.849182 -1.904244 1.106777 0.44 1.13 -0.09 -0.21
C 2.101270 -2.524856 0.255618 0.32 0.07 0.92 -0.20
C 1.712114 -3.678669 -0.837863 1.83 -0.64 -0.43 -0.19
C 2.262182 -3.308794 -2.373653 -1.31 -0.92 -0.08 -0.21
C 1.631911 -1.919608 -2.973627 0.85 0.18 -1.73 -0.20
C 2.636316 -0.597347 -2.785836 -0.14 -0.75 1.33 -0.20
C 1.970028 0.600254 -1.879162 0.50 0.51 0.57 -0.28
C 3.129401 1.229317 -0.898163 1.31 -0.81 -1.36 -0.32
In 2.412519 2.818358 0.544511 1.18 0.85 -1.35 0.51
B 0.363990 3.681740 0.096308 -2.83 0.91 0.06 -0.53
O -0.801015 3.207044 0.877314 0.96 2.04 -3.06 -0.03
O 0.225569 4.699195 -0.976222 -0.08 -0.81 3.21 -0.12
C -0.005956 6.043771 -0.418544 -0.64 2.13 -0.02 -0.25
C -0.813276 6.939412 -1.549922 -0.13 -1.39 0.03 -0.10
P 2.416840 1.971599 2.983564 -1.00 -1.80 0.02 0.91
C 0.610911 1.578425 3.514731 -0.41 -0.66 0.50 -0.34
C 3.430800 0.343880 3.018608 0.58 -0.66 0.23 -0.48
C 5.034412 0.726799 2.974715 -0.26 0.58 -0.10 -0.19
H -3.166486 -6.634136 0.706546 0.02 1.39 -1.86 0.08
H -3.487708 -6.220817 -1.192884 0.77 0.49 2.14 0.08
H -1.813651 -5.894562 -0.377943 -2.42 -0.11 0.39 0.07
H -2.826964 -4.097928 1.236323 -1.29 -0.30 -2.18 0.11
H -2.868992 -3.664359 -0.637867 -1.00 -1.17 1.79 0.09
H -5.553758 -4.805843 0.869460 1.29 1.50 -1.25 0.11
H -5.360721 -4.150945 -0.906141 0.82 0.17 2.44 0.12
H -6.248232 -2.656245 1.534861 1.78 0.39 -1.76 0.11
H -5.901474 -1.858204 -0.137013 1.28 -1.39 1.64 0.12
H -4.709075 -0.794376 2.078335 1.10 -1.89 -1.32 0.12
H -3.618348 -2.323949 2.230121 -1.15 1.19 -1.74 0.10
H -3.531103 0.184540 0.213859 0.76 -2.43 0.43 0.11
H -3.083491 -1.431255 -0.647161 -0.09 0.71 2.12 0.10
H -1.728957 -1.236702 2.290641 0.11 0.79 -2.36 0.12
H -1.354154 0.281463 1.112613 -0.42 -2.47 0.47 0.09
H -0.467854 -1.197409 -0.754347 0.11 -1.20 1.98 0.10
H -1.021550 -2.809755 0.160508 0.94 2.16 -0.08 0.08
H 1.178620 -0.802291 1.427486 -0.70 -2.24 -0.56 0.08
H 0.745585 -2.505539 2.119016 -0.26 1.13 -2.17 0.12
H 2.710011 -1.610002 -0.188855 -1.38 -2.08 0.51 0.08
H 2.836554 -3.017447 1.056793 -1.53 1.08 -1.73 0.12
H 2.336977 -4.649932 -0.533885 -1.49 1.99 -0.62 0.11
H 0.591482 -4.013897 -0.841976 2.08 1.01 -0.05 0.10
H 1.857343 -4.188233 -3.071641 0.89 1.82 1.49 0.11
H 3.444825 -3.380386 -2.451802 -2.52 0.51 0.34 0.12
H 0.535336 -1.715250 -2.618794 2.20 -0.44 -0.44 0.10
H 1.565320 -2.071122 -4.156063 -0.02 0.23 2.53 0.11
H 3.019634 -0.169761 -3.809246 -0.79 -0.91 2.05 0.12
H 3.557551 -1.016768 -2.152834 -1.79 1.07 -1.61 0.10
H 1.086122 0.266222 -1.189246 1.56 0.24 -1.51 0.08
H 1.568208 1.446960 -2.584538 0.71 -1.56 1.41 0.12
H 3.917148 1.756556 -1.622633 -1.52 -0.99 1.77 0.07
H 3.732198 0.417607 -0.290173 -1.29 1.30 -1.39 0.03
H 3.678032 4.140251 0.524581 -0.58 -0.54 0.02 -0.06
H -1.622774 3.594829 0.423222 1.45 -0.73 1.00 0.13
H -0.646496 6.034126 0.582095 1.27 -0.22 -2.06 0.14
H 0.993359 6.614583 -0.169893 -1.71 -1.47 -0.53 0.14
H -1.870531 6.411715 -1.714482 2.23 1.48 0.35 0.10
H -0.229920 6.835885 -2.562578 -1.03 0.36 1.97 0.09
H -0.916817 8.062303 -1.223049 0.16 -2.30 -0.61 0.09
H 0.108348 2.503037 4.038196 1.08 -1.75 -1.18 0.07
H 0.564872 0.650708 4.241458 0.13 1.87 -1.46 0.06
H 0.026233 1.316130 2.534992 0.96 0.55 1.82 0.02
H 3.204049 -0.338970 2.086915 0.15 1.30 1.85 0.06
H 3.156390 -0.243016 4.001352 0.53 1.07 -1.94 0.09
H 5.179369 1.774589 3.520544 -0.06 -2.36 -1.10 0.08
H 5.379766 0.859311 1.846288 -0.71 -0.32 2.48 0.09
H 5.669354 -0.109096 3.505254 -1.28 1.76 -1.13 0.09
O 0.521040 9.946454 -4.718420 -3.68 -0.98 0.52 -0.67
V -1.159704 9.494877 -4.478576 0.09 -0.09 0.11 1.00
O -2.840447 9.043300 -4.238730 3.61 0.97 -0.51 -0.67
```
Positions in Å, forces in eV/Å.

A 3-piece molecular cluster, C21H48BN4O8 overall in a non-equilibrium geometry, computed with ωB97M-V/def2-TZVPD.

spin multiplicity = 1
LUMO energy = -3.45 eV
total charge = +1
Kohn-Sham gap = 6.722 eV
largest force on an atom = 1.147 eV Å⁻¹

XYZ file:
```
82
Properties=species:S:1:pos:R:3:forces:R:3:lowdin_charge:R:1
C 1.064660 -2.721738 3.393245 -0.01 -0.12 0.15 0.06
C 0.453079 -3.876800 3.613313 0.18 0.24 -0.47 -0.09
C -0.209502 -4.813191 2.635347 -0.15 -0.37 0.57 -0.30
C -1.612686 -5.188658 3.292863 0.07 0.01 -0.28 -0.28
C -2.686948 -4.199352 2.829336 -0.10 0.05 0.40 -0.05
C -2.107426 -6.627607 3.119605 -0.42 -0.09 0.10 -0.22
C -3.390612 -6.891023 3.911523 -0.05 0.25 0.01 -0.08
C 0.748679 -5.976710 2.277666 0.33 0.15 -0.34 -0.07
B 1.390672 -6.909109 3.426394 -0.22 -0.11 0.18 -0.61
O 2.733078 -6.815278 3.670603 -0.03 -0.40 -0.43 0.19
O 0.651162 -7.724691 4.214860 0.13 -0.08 -0.21 0.19
N 0.052140 -6.537711 1.080760 0.81 0.81 -0.13 0.18
C -0.574561 -5.497860 0.501300 -0.56 0.08 -0.11 -0.34
N -1.223709 -5.545879 -0.656362 0.33 -0.19 -0.21 0.24
N -0.548756 -4.340537 1.247135 0.16 -0.76 0.17 -0.05
N 0.170103 -3.375858 0.506197 -0.37 0.18 -0.08 0.12
H 1.307100 -2.092843 4.238730 0.44 -0.09 -0.04 0.08
H 1.350111 -2.380664 2.412553 -0.29 0.38 0.02 0.05
H 0.418371 -4.250274 4.630523 -0.38 0.14 0.07 0.13
H -1.500525 -5.010712 4.364520 0.16 -0.21 0.01 0.14
H -3.515268 -4.225931 3.536816 0.02 0.03 -0.01 0.08
H -2.315929 -3.173470 2.821512 -0.01 0.00 -0.15 0.08
H -3.101892 -4.462363 1.855093 0.10 0.11 -0.06 0.08
H -2.319674 -6.857424 2.072598 0.08 0.07 -0.07 0.11
H -1.369647 -7.335156 3.472765 0.24 -0.07 -0.10 0.09
H -3.264306 -6.611071 4.960115 0.01 -0.09 0.01 0.09
H -3.665784 -7.943295 3.864733 0.05 -0.02 0.03 0.08
H -4.233119 -6.316150 3.524880 0.00 -0.06 -0.01 0.07
H 1.637403 -5.477375 1.859995 0.02 0.12 0.16 0.14
H 3.279452 -6.626304 2.899774 0.04 0.32 0.27 0.11
H 1.224213 -8.327909 4.710223 -0.15 0.17 0.18 0.13
H 0.605630 -7.097422 0.440998 -0.46 -0.63 0.16 0.18
H -2.119991 -5.097446 -0.752569 0.31 0.62 -0.05 0.14
H -0.862059 -6.027643 -1.463242 -0.19 -0.42 0.17 0.13
H 1.170532 -3.537916 0.540314 0.01 0.06 0.15 0.10
H -0.055613 -2.450567 0.843258 -0.07 0.02 -0.05 0.08
C 3.711869 3.090179 1.301964 0.03 -0.05 0.06 -0.11
O 2.524753 2.778930 2.000754 -0.12 -0.02 -0.19 -0.20
C 1.747518 3.886057 2.416205 0.11 0.01 0.18 -0.19
C 0.299744 3.798251 1.983198 -0.10 0.01 0.11 -0.17
O 0.064757 3.847734 0.587474 -0.16 0.04 -0.09 -0.12
C 0.469945 2.772512 -0.235931 0.26 0.09 0.01 -0.18
C -0.233811 1.452237 -0.015246 -0.01 -0.17 -0.11 -0.18
O 0.070336 0.859806 1.237577 0.01 0.12 0.07 -0.20
C -1.027796 0.411511 1.992905 0.12 -0.13 -0.02 -0.12
H 4.568290 3.139794 1.980979 0.01 0.07 -0.01 0.09
H 3.893775 2.297472 0.574517 0.01 -0.03 0.03 0.08
H 3.629017 4.037061 0.761784 0.00 0.01 0.00 0.09
H 2.180009 4.824068 2.054379 0.01 -0.03 -0.07 0.12
H 1.751381 3.919212 3.513084 0.00 0.11 0.00 0.13
H -0.190596 4.693280 2.373910 -0.01 0.00 0.00 0.13
H -0.198438 2.943579 2.446309 0.14 -0.10 -0.08 0.11
H 1.554768 2.647637 -0.212204 -0.03 -0.14 0.12 0.12
H 0.213654 3.089463 -1.248973 -0.01 -0.01 -0.01 0.10
H 0.106490 0.772357 -0.807594 -0.08 0.04 -0.08 0.13
H -1.314579 1.584415 -0.132398 -0.01 0.04 0.09 0.13
H -1.937699 0.982953 1.792275 0.00 0.01 -0.03 0.09
H -0.779544 0.520773 3.049415 0.01 -0.05 0.00 0.09
H -1.226469 -0.651448 1.791106 -0.16 0.02 0.04 0.06
C 1.510908 7.811238 -6.900554 -0.01 0.08 0.03 -0.11
O 0.427779 7.492982 -6.054480 0.08 -0.20 0.05 -0.19
C -0.703131 6.924274 -6.681856 -0.09 0.20 -0.04 -0.20
C -1.152541 5.631120 -6.036187 -0.16 0.02 0.07 -0.18
O -0.245734 4.547586 -6.128791 -0.04 -0.16 -0.09 -0.12
C 0.958784 4.576798 -5.389029 0.14 0.04 -0.07 -0.18
C 0.812366 4.479454 -3.885887 0.16 -0.01 0.19 -0.21
O 0.204035 5.616623 -3.313625 -0.16 -0.02 -0.22 -0.18
C -0.857056 5.369929 -2.414319 0.10 0.15 0.07 -0.11
H 1.461742 8.853616 -7.229941 -0.01 -0.02 -0.06 0.09
H 2.433154 7.672584 -6.334751 -0.01 0.04 0.02 0.09
H 1.545648 7.159904 -7.778577 0.00 -0.01 0.00 0.09
H -0.516632 6.756034 -7.747756 0.07 -0.03 0.02 0.12
H -1.538835 7.631024 -6.597248 -0.03 -0.03 -0.10 0.13
H -2.032331 5.301431 -6.595298 0.00 -0.01 0.01 0.13
H -1.476290 5.800756 -5.007200 0.18 0.07 0.02 0.11
H 1.581331 5.431521 -5.660904 -0.11 0.09 0.11 0.11
H 1.494724 3.677291 -5.704755 0.01 0.01 -0.01 0.13
H 1.824811 4.379744 -3.469585 0.00 -0.12 -0.01 0.13
H 0.257809 3.567107 -3.633481 -0.08 0.04 -0.03 0.11
H -1.388542 4.442406 -2.653925 0.02 -0.01 -0.02 0.09
H -1.565740 6.194518 -2.500203 0.03 0.03 0.02 0.09
H -0.492009 5.328162 -1.384508 -0.08 -0.08 0.03 0.07
```
Positions in Å, forces in eV/Å.

A 3-piece molecular cluster, C21H48F3IN7O4P2 overall in a non-equilibrium geometry, computed with ωB97M-V/def2-TZVPD.

spin multiplicity = 1
LUMO energy = 0.11 eV
total charge = -1
Kohn-Sham gap = 4.419 eV
energy relative to the best compared isomer or geometry (same formula, charge and spin) = 973.5 kJ/mol
largest force on an atom = 9.247 eV Å⁻¹

XYZ file:
```
86
Properties=species:S:1:pos:R:3:forces:R:3:lowdin_charge:R:1
C 3.529706 7.200520 -0.413827 0.24 1.19 0.72 -0.17
C 2.048559 6.554921 -0.192052 0.73 0.90 2.14 -0.69
I 0.771257 6.941284 -1.985161 0.50 -0.30 0.70 0.64
C 1.966180 5.037262 0.358863 -1.09 -0.48 -0.41 -0.21
C 3.124181 3.982456 -0.092984 0.01 -0.77 1.70 -0.39
N 2.561517 2.602423 0.334117 -0.05 0.86 0.97 0.02
C 3.420865 3.844120 -1.675649 -0.91 0.23 -1.02 -0.13
C 4.879997 4.202331 -2.253461 -0.53 0.86 -1.39 -0.12
C 4.887508 5.489656 -3.322193 2.35 1.39 0.91 -0.06
F 3.702894 5.964288 -4.071638 3.45 -2.36 0.84 -0.08
C 6.237062 6.134485 -3.521803 -2.10 -0.89 0.11 -0.04
F 6.726425 7.025797 -2.431593 -0.24 -3.58 -3.47 -0.03
F 7.097967 5.871178 -4.732640 -2.51 2.28 3.47 -0.06
C 4.407373 4.200431 0.901324 6.35 0.47 4.06 -0.38
O 4.475504 5.150849 1.875112 -1.73 -4.08 -5.12 -0.16
O 5.608519 3.301674 0.849033 -6.45 3.57 -1.03 -0.30
H 4.377404 6.462116 -0.721521 -1.84 1.30 0.43 0.07
H 3.484791 8.138525 -1.150326 0.04 -2.27 1.42 0.07
H 3.860384 7.661156 0.636804 -0.67 -1.27 -2.22 0.10
H 1.529391 7.238074 0.641307 0.99 -1.54 -2.10 0.09
H 0.925622 4.579857 -0.005691 2.19 0.95 0.63 0.11
H 1.885503 5.059766 1.543660 0.63 0.03 -2.57 0.14
H 1.810038 2.764086 1.055738 1.22 -0.28 -0.84 0.06
H 3.317245 2.052630 0.811166 -0.72 0.91 -0.63 0.08
H 2.627406 4.528218 -2.248349 1.74 -1.39 1.20 0.08
H 3.155697 2.737283 -2.038990 0.64 2.44 1.21 0.13
H 5.740438 4.420535 -1.502409 -1.58 -0.39 -0.96 0.13
H 5.247899 3.279266 -2.915945 -0.66 2.16 1.30 0.14
O 0.599267 0.958933 3.285312 4.44 -1.65 -0.61 -0.30
P 0.500169 -0.568605 3.518449 -8.73 2.67 1.44 0.78
N -0.756451 -0.687324 2.345914 -0.53 -0.40 -1.62 -0.31
C -1.939045 -1.535921 2.356872 -0.10 -0.27 0.25 -0.13
C -0.326179 -0.452458 0.962062 0.14 0.70 0.00 -0.13
N -0.244540 -0.347608 5.068312 0.26 0.21 1.25 -0.34
C -1.570412 -0.818047 5.435879 0.22 -0.80 0.05 -0.16
C -0.013595 0.930542 5.757111 0.53 0.03 -0.30 -0.15
N 0.386249 -2.324620 3.786456 3.76 0.10 0.16 -0.27
C 1.159314 -2.762725 4.978457 -0.06 -0.20 0.78 -0.14
C 0.961183 -3.118953 2.677754 -0.28 -0.27 -0.67 -0.14
H -1.718129 -2.595511 2.208940 -0.06 -0.24 0.03 0.05
H -2.641442 -1.247037 1.565453 0.45 0.11 -0.13 0.08
H -2.526900 -1.438129 3.265783 0.29 -0.05 0.13 0.05
H 0.261788 -1.288279 0.575325 0.03 -0.17 -0.30 0.06
H 0.291103 0.446540 0.886290 0.05 -0.11 0.16 0.06
H -1.174614 -0.294614 0.286729 -0.02 -0.17 0.29 0.07
H -2.353729 -0.195727 4.987591 -0.07 -0.03 -0.01 0.08
H -1.707646 -0.790963 6.522019 0.16 0.21 0.01 0.07
H -1.729045 -1.867239 5.168174 0.04 0.22 -0.22 0.07
H -0.634521 1.729429 5.337243 0.08 0.09 -0.01 0.08
H 1.039470 1.227876 5.691515 -0.36 0.03 -0.17 0.07
H -0.236037 0.858671 6.828140 -0.15 -0.34 -0.13 0.07
H 2.214361 -2.478091 4.886953 -0.03 -0.24 0.09 0.08
H 1.097491 -3.849430 5.105848 0.01 0.09 -0.36 0.08
H 0.778588 -2.343370 5.912523 -0.04 0.21 -0.40 0.07
H 1.976857 -2.786781 2.437321 0.00 -0.26 -0.01 0.09
H 0.361403 -3.062361 1.769472 -0.06 0.31 0.10 0.05
H 0.992368 -4.186547 2.928047 0.02 0.29 0.22 0.08
O -3.177237 -2.080131 -1.077772 3.70 2.14 -2.11 -0.31
P -2.884320 -2.941381 -2.330764 -6.90 -4.74 3.75 0.78
N -4.518139 -2.776695 -2.851857 -1.35 0.83 -1.04 -0.32
C -5.371210 -3.757076 -3.507517 0.15 -0.33 -0.18 -0.14
C -4.887429 -1.424876 -3.289525 0.10 0.30 0.54 -0.14
N -2.776029 -4.391358 -1.386653 0.78 -0.63 0.72 -0.33
C -3.636085 -5.554386 -1.535072 0.34 -0.29 -0.72 -0.15
C -2.452160 -4.250382 0.040471 0.29 0.47 -0.23 -0.15
N -2.547590 -3.931450 -3.771172 3.20 1.98 -0.09 -0.27
C -1.219350 -4.595525 -3.698954 0.42 -0.72 0.19 -0.14
C -2.480965 -3.137045 -5.018253 -0.52 0.26 -0.56 -0.14
H -5.077698 -3.972690 -4.537458 -0.01 -0.13 -0.25 0.07
H -6.413152 -3.415974 -3.541670 0.28 0.35 0.08 0.08
H -5.430463 -4.699742 -2.969814 0.30 0.06 -0.03 0.05
H -4.440496 -1.177684 -4.255451 -0.12 0.16 -0.25 0.06
H -4.554919 -0.671163 -2.570963 0.11 -0.19 -0.01 0.07
H -5.972690 -1.301070 -3.377346 0.15 -0.26 0.03 0.08
H -4.631273 -5.371895 -1.113020 -0.06 -0.04 -0.02 0.08
H -3.212199 -6.422435 -1.019247 0.09 0.17 0.16 0.08
H -3.726343 -5.875250 -2.577440 -0.10 0.27 0.10 0.07
H -3.325413 -3.930519 0.619410 0.06 0.10 0.08 0.08
H -1.642526 -3.526709 0.190296 -0.40 -0.06 -0.06 0.05
H -2.091279 -5.192994 0.468252 -0.13 -0.12 -0.34 0.08
H -0.418872 -3.856840 -3.572093 0.05 -0.18 -0.18 0.09
H -1.022903 -5.175088 -4.608070 -0.20 0.33 -0.07 0.08
H -1.145043 -5.314600 -2.879990 -0.27 0.36 0.00 0.07
H -1.796686 -2.288447 -4.911556 0.04 -0.12 -0.24 0.09
H -3.454961 -2.752080 -5.320000 -0.05 0.02 0.31 0.06
H -2.147230 -3.751351 -5.863609 0.07 -0.02 0.37 0.09
```
Positions in Å, forces in eV/Å.